Here is C25H30Cl2N2ReSi2 as an isolated structure in a non-equilibrium geometry from the Open Molecules 2025 dataset. Energies are from the ωB97M-V functional and the def2-TZVPD basis.

Properties
- Highest occupied orbital energy (alpha / beta): -7.83 / -7.39 eV
- Electronic energy: -72320.6942 eV
- <S²>: 0.8892
- 2S+1: 2
- Energy relative to the best compared isomer or geometry (same formula, charge and spin): 50.0 kcal/mol
- Net charge: 0

Atoms and positions in Å:
Re -0.02580 0.06850 0.61180
C 3.43050 1.38670 1.58060
Si 2.37760 0.49480 0.22260
C 2.75780 1.46030 -1.41680
C 3.20020 -1.23060 -0.08060
C 4.56320 -1.34980 -0.32250
C 5.13420 -2.56770 -0.65070
C 4.33590 -3.69470 -0.74920
C 2.98230 -3.59550 -0.48610
C 2.40780 -2.37960 -0.14740
Si 0.53470 -2.30420 0.24340
C -0.38950 -3.25820 -1.17020
C 0.23190 -3.44420 1.78390
H 4.30840 0.80100 1.83300
H 2.86250 1.52540 2.49220
H 3.75610 2.36360 1.23890
H 3.63460 1.04350 -1.90620
H 2.95260 2.50830 -1.21170
H 1.93340 1.41060 -2.12480
H 5.18620 -0.46960 -0.25830
H 6.19770 -2.63920 -0.83620
H 4.76380 -4.64580 -1.03340
H 2.36090 -4.47820 -0.55020
H 0.21620 -4.10700 -1.47250
H -0.57520 -2.66480 -2.06110
H -1.34630 -3.64250 -0.82740
H -0.82730 -3.60440 1.96750
H 0.67090 -3.04120 2.68880
H 0.69190 -4.40930 1.60650
Cl 1.31520 -0.65080 3.64600
C -0.00590 0.14520 2.79110
H -0.00530 1.17960 3.16730
H -0.92910 -0.35900 3.12980
N -4.02910 -1.98320 -0.01800
C -3.00230 -1.45130 0.68580
N -2.25080 -0.66620 -0.03160
C -2.79480 -0.66370 -1.29420
C -2.40420 0.01020 -2.44730
C -3.18930 -0.14950 -3.56870
C -4.31280 -0.98060 -3.56400
C -4.69850 -1.68100 -2.43950
C -3.93380 -1.49750 -1.29840
H -4.73630 -2.60160 0.33690
H -2.84830 -1.66140 1.72770
H -1.51400 0.62280 -2.45550
H -2.94430 0.38200 -4.47580
H -4.88760 -1.07670 -4.47210
H -5.55720 -2.33400 -2.45320
Cl 3.23440 6.19360 -1.03270
C 1.98060 5.06050 -0.65710
C 1.82110 4.62520 0.65220
C 0.86270 3.68230 0.93730
C 0.04030 3.14280 -0.06540
C -0.91090 2.09630 0.25170
C 0.19600 3.63950 -1.36820
C 1.15320 4.58670 -1.66490
H 2.43800 5.02330 1.44150
H 0.73570 3.32800 1.94910
H -1.66480 1.98200 -0.53350
H -1.40640 2.27190 1.21410
H -0.45420 3.28170 -2.15610
H 1.26030 4.96340 -2.67080

Quick look at the Mulliken charges, all values in e:
1. Re 0.554
2. C -1.328
3. Si 0.725
4. C -1.279
5. C 0.007
6. C -0.328
7. C -0.748
8. C -0.736
9. C -0.671
10. C 0.584
11. Si 0.725
12. C -1.235
13. C -1.240
14. H 0.450
15. H 0.318
16. H 0.373
17. H 0.559
18. H 0.277
19. H 0.243
20. H 0.422
21. H 0.399
22. H 0.382
23. H 0.290
24. H 0.538
25. H 0.280
26. H 0.291
27. H 0.290
28. H 0.313
29. H 0.404
30. Cl -0.164
31. C -0.899
32. H 0.322
33. H 0.332
34. N -0.026
35. C -0.774
36. N -0.222
37. C 0.401
38. C -0.273
39. C -0.896
40. C -0.477
41. C -1.023
42. C 0.553
43. H 0.212
44. H 0.543
45. H 0.492
46. H 0.428
47. H 0.385
48. H 0.406
49. Cl -0.239
50. C 0.356
51. C -0.739
52. C -0.059
53. C 0.434
54. C -1.519
55. C -0.208
56. C -0.841
57. H 0.449
58. H 0.257
59. H 0.610
60. H 0.563
61. H 0.351
62. H 0.402